Entry 1:
Molecular formula: C3H4NiO2
Method: DFT, ωB97M-V/def2-TZVPD

Calculated values
E_tot = -48308.0818 eV
2S+1 = 3
energy relative to the best compared isomer or geometry (same formula, charge and spin) = 4.8 kcal/mol
total charge = 0
Kohn-Sham gap (alpha / beta) = 9.6 / 7.7 eV

Geometry (Å):
1 C 0.25505 -1.53952 0.60606
2 C 0.23902 -0.81335 -0.50767
3 O -0.01637 0.57104 -0.44841
4 C -0.28379 1.19730 -1.56585
5 O -0.72363 2.38594 -1.21317
6 H 0.49691 -2.58706 0.37614
7 H 0.27443 -1.16289 -1.54478
8 H -0.86454 2.91466 -2.00694
9 Ni 0.05996 -0.80630 2.43496
10 H 0.56296 -0.15982 3.86967

---

Entry 2:
Molecular formula: H24O12
Method: DFT, ωB97M-V/def2-TZVPD

Calculated values
E_tot = -24959.8432 eV
energy relative to the best compared isomer or geometry (same formula, charge and spin) = 42.7 kcal/mol
total charge = 0
Kohn-Sham gap = 10.2 eV
SMILES = O.O.O.O.O.O.O.O.O.O.O.O

Geometry (Å):
1 O -2.63133 -2.41019 1.53597
2 H -1.93533 -1.90319 1.97597
3 H -3.36133 -1.80019 1.47697
4 O 0.51467 1.13181 2.35697
5 H -0.11933 1.69881 1.96697
6 H 1.00867 0.77681 1.62697
7 O -0.94933 -2.75319 -0.97803
8 H -1.41533 -2.96819 -0.19603
9 H -0.54633 -1.94019 -0.85203
10 O 3.07667 1.64481 -1.49403
11 H 3.65067 1.56481 -2.28403
12 H 3.15867 0.80181 -1.09203
13 O -0.23733 -0.65319 -4.02303
14 H 0.13567 -0.00219 -3.44503
15 H 0.00967 -1.60019 -3.81503
16 O 2.84567 -1.24619 -1.46703
17 H 2.86567 -1.37419 -2.44203
18 H 1.94767 -0.99219 -1.27503
19 O -0.41333 -1.56019 2.77597
20 H -0.36233 -1.73619 3.72597
21 H 0.12867 -2.26119 2.45997
22 O -1.96833 0.66581 3.67297
23 H -2.59033 1.29081 3.25497
24 H -1.37133 0.38581 2.97397
25 O 0.21467 -0.45919 -0.36003
26 H 0.23667 0.27781 -0.98203
27 H -0.51033 -0.32919 0.24997
28 O -2.15233 0.21281 0.47097
29 H -2.62033 0.99481 0.38297
30 H -2.93933 -0.39319 0.41097
31 O 0.54067 1.38481 -2.29603
32 H 0.08167 2.22281 -2.28703
33 H 1.43967 1.64481 -2.09503
34 O 1.05767 3.15781 -0.03703
35 H 1.41567 3.83081 0.49997
36 H 1.79467 2.69481 -0.39803

---

Entry 3:
Molecular formula: H30O15
Method: DFT, ωB97M-V/def2-TZVPD

Calculated values
E_tot = -31199.8084 eV
energy relative to the best compared isomer or geometry (same formula, charge and spin) = 42.8 kcal/mol
total charge = 0
Kohn-Sham gap = 10.8 eV

Geometry (Å):
1 O 16.48133 4.97467 -17.09886
2 H 15.90869 4.20946 -17.31180
3 H 15.87781 5.63191 -16.73412
4 O 16.99025 7.58431 -18.63661
5 H 16.30384 6.99549 -18.89006
6 H 17.25947 7.15076 -17.83964
7 O 16.72614 3.60972 -14.54279
8 H 16.79727 2.65913 -14.81699
9 H 16.79574 4.08019 -15.37956
10 O 17.78931 4.94053 -19.55979
11 H 17.15514 5.51366 -19.93293
12 H 17.46214 4.85865 -18.67071
13 O 16.29029 9.53252 -15.03224
14 H 15.61490 9.94920 -15.54904
15 H 17.17901 9.76602 -15.30635
16 O 19.21563 4.90809 -16.11827
17 H 19.45427 4.26809 -15.49818
18 H 20.00898 5.15594 -16.59714
19 O 20.49245 7.57731 -14.98647
20 H 20.57368 8.05663 -15.80377
21 H 19.63731 7.16694 -15.09708
22 O 17.52353 9.96397 -17.88338
23 H 17.14512 9.08854 -18.00193
24 H 17.83227 10.24683 -18.71865
25 O 17.94443 7.24355 -16.04324
26 H 17.18106 7.33185 -15.49619
27 H 18.09460 6.28765 -16.16320
28 O 14.71362 6.97515 -16.74744
29 H 14.52099 7.31219 -15.89388
30 H 14.57603 7.66222 -17.39759
31 O 18.07367 2.64397 -16.93498
32 H 18.31921 2.10693 -16.18047
33 H 18.32461 3.56853 -16.83145
34 O 14.31189 8.32691 -13.16209
35 H 15.14278 7.98238 -13.46495
36 H 14.25118 8.01558 -12.25965
37 O 17.86622 8.61510 -12.93584
38 H 17.85230 9.17484 -12.13659
39 H 17.37216 9.20537 -13.54615
40 O 16.05801 6.54783 -13.99823
41 H 16.77146 6.88123 -13.50593
42 H 15.49580 6.17480 -13.28260
43 O 18.74963 10.18862 -15.47039
44 H 18.84348 9.61621 -16.22684
45 H 19.57379 10.70429 -15.46184

---

Entry 4:
Molecular formula: C28H54BClF2NO12S2
Method: DFT, ωB97M-V/def2-TZVPD

Calculated values
E_tot = -96270.3752 eV
total charge = +1
Kohn-Sham gap = 7.0 eV

Geometry (Å):
1 C -1.86164 3.38543 0.82736
2 O -1.29283 2.08354 1.12870
3 B 0.03254 1.99339 1.19326
4 O 0.89223 2.28961 0.18628
5 N 0.60936 1.46001 2.56820
6 Cl -0.42577 2.02081 3.86639
7 C 0.41203 -0.05196 2.41458
8 C 1.60000 -0.88014 2.89853
9 C 2.57836 -1.29509 1.80071
10 C 1.92924 -2.15890 0.73471
11 C 2.94143 -2.60440 -0.34732
12 S 3.51241 -4.29992 -0.13366
13 O 2.24025 -0.32117 4.03720
14 C 2.70421 1.00142 3.91985
15 S 2.66820 1.76059 5.59392
16 O 1.75264 2.84424 5.66937
17 O 4.02459 1.93077 5.97414
18 F 2.08041 0.59198 6.40921
19 C 2.04806 1.79708 2.78288
20 C 2.29431 3.30730 2.78359
21 C 3.73172 3.62823 3.08551
22 O 4.66149 3.03170 2.66767
23 F 3.85907 4.70514 3.83609
24 H -1.93476 3.96673 1.74520
25 H -2.87213 3.23627 0.46456
26 H -1.26439 3.92418 0.09562
27 H 1.34164 1.54056 -0.22766
28 H -0.47832 -0.31945 2.97013
29 H 0.19840 -0.26920 1.36608
30 H 1.16144 -1.81211 3.25379
31 H 3.32033 -1.91831 2.30662
32 H 3.13196 -0.44960 1.38309
33 H 1.52159 -3.05209 1.20885
34 H 1.09137 -1.67810 0.22172
35 H 3.78758 -1.92912 -0.35306
36 H 2.44696 -2.53829 -1.30723
37 H 2.39655 -4.97994 -0.42492
38 H 3.76944 0.96123 3.69325
39 H 2.54077 1.43505 1.88074
40 H 2.13952 3.70323 1.77786
41 H 1.61878 3.84259 3.44359
42 C -6.86609 1.49746 1.09908
43 C -6.16145 2.81794 0.91182
44 O -5.07321 2.87898 0.37420
45 C -6.87206 4.03989 1.41568
46 H -6.25569 0.69298 0.69397
47 H -7.04085 1.31549 2.16025
48 H -7.82703 1.51335 0.58345
49 H -7.04500 3.95461 2.48999
50 H -7.82966 4.15406 0.90573
51 H -6.26311 4.92017 1.22082
52 C 6.38151 -5.12092 2.58396
53 C 7.22214 -4.93647 1.34135
54 O 6.72833 -4.93196 0.23884
55 C 8.70792 -4.75940 1.54711
56 H 5.33760 -5.23559 2.30038
57 H 6.70688 -6.00898 3.12784
58 H 6.48430 -4.25252 3.23739
59 H 9.12318 -5.63347 2.05089
60 H 8.89991 -3.87711 2.15986
61 H 9.19566 -4.63788 0.58310
62 C -2.12144 -0.40366 -3.14221
63 C -2.21302 -0.15271 -1.65968
64 O -1.23912 -0.24477 -0.94134
65 C -3.56252 0.21607 -1.10660
66 H -1.09876 -0.66084 -3.40889
67 H -2.78084 -1.22611 -3.42196
68 H -2.42235 0.48995 -3.69097
69 H -4.27696 -0.58408 -1.30907
70 H -3.92445 1.13553 -1.56781
71 H -3.49076 0.37080 -0.03289
72 C 4.20389 -5.12707 -4.43730
73 C 2.70398 -4.97577 -4.49512
74 O 2.13605 -4.04611 -3.96595
75 C 1.94176 -6.03722 -5.24993
76 H 4.62974 -4.30864 -3.86085
77 H 4.46852 -6.07177 -3.96126
78 H 4.60846 -5.10366 -5.45077
79 H 2.11611 -7.01482 -4.79834
80 H 2.27221 -6.06720 -6.28916
81 H 0.87788 -5.81410 -5.21952
82 C 2.20358 -0.61421 -4.26429
83 C 3.59984 -0.59218 -3.69412
84 O 3.83821 -1.05487 -2.60198
85 C 4.68036 0.01870 -4.55087
86 H 1.52222 -1.08167 -3.55682
87 H 1.86777 0.40372 -4.47371
88 H 2.19781 -1.19079 -5.18970
89 H 4.44433 1.06247 -4.76407
90 H 4.75951 -0.52254 -5.49471
91 H 5.63275 -0.03357 -4.02894
92 C -10.65145 4.75607 -1.90031
93 C -10.68995 5.05410 -0.42235
94 O -9.69688 4.97514 0.26706
95 C -12.02146 5.45634 0.15755
96 H -9.64039 4.48116 -2.19163
97 H -11.32870 3.93319 -2.13331
98 H -10.96002 5.63565 -2.46665
99 H -12.75136 4.66020 0.00423
100 H -12.38289 6.36271 -0.33002
101 H -11.91398 5.64260 1.22317

---

Entry 5:
Molecular formula: C18H34N2O6
Method: DFT, ωB97M-V/def2-TZVPD

Calculated values
E_tot = -34486.1839 eV
energy relative to the best compared isomer or geometry (same formula, charge and spin) = 3.9 kcal/mol
total charge = 0
Kohn-Sham gap = 10.1 eV
SMILES = CC(C)(C)OC(=O)NCCCC(CCCNC(=O)OC(C)(C)C)C(=O)O

Geometry (Å):
1 C 4.27996 -3.56839 -3.97778
2 H 4.66672 -2.60387 -3.65978
3 H 4.71544 -3.82726 -4.93824
4 H 4.56832 -4.31563 -3.24311
5 C 2.75593 -3.50817 -4.09334
6 C 2.33777 -2.42339 -5.08609
7 H 1.25474 -2.38664 -5.16388
8 H 2.69969 -1.45332 -4.75152
9 H 2.75690 -2.63988 -6.06477
10 C 2.19575 -4.87081 -4.50044
11 H 1.11230 -4.82446 -4.56473
12 H 2.47259 -5.62326 -3.76490
13 H 2.59702 -5.15757 -5.46849
14 O 2.31627 -3.16017 -2.75981
15 C 1.00505 -3.01462 -2.48985
16 O 0.09013 -3.15308 -3.26457
17 N 0.85399 -2.72494 -1.17204
18 H 1.69381 -2.50786 -0.66007
19 C -0.41185 -2.27929 -0.63925
20 C -0.59499 -0.76162 -0.73272
21 C 0.40823 0.00375 0.12723
22 C 0.15562 1.51506 0.06534
23 C 0.50630 2.01415 -1.31784
24 O 1.57139 1.87333 -1.85851
25 O -0.51176 2.65915 -1.89842
26 H -0.26871 2.95638 -2.79001
27 H -0.90193 1.70827 0.25323
28 C 1.01967 2.25330 1.09703
29 C 0.75601 3.75869 1.15842
30 H 1.45491 4.20228 1.87248
31 H 0.94732 4.20953 0.18361
32 C -0.67630 4.11227 1.57969
33 N -1.05157 3.50164 2.83202
34 C -1.80964 2.37957 2.89126
35 O -2.40964 1.91449 1.95131
36 O -1.79620 1.89796 4.14794
37 C -2.55133 0.70805 4.48155
38 C -2.27394 0.49732 5.97060
39 H -2.80067 -0.38351 6.32492
40 H -1.20808 0.36528 6.13762
41 H -2.60714 1.36274 6.53706
42 C -2.04220 -0.48325 3.66864
43 H -2.22996 -0.32157 2.61086
44 H -0.97262 -0.61133 3.82471
45 H -2.55438 -1.38756 3.98448
46 C -4.04282 0.93791 4.24228
47 H -4.60483 0.07025 4.57602
48 H -4.23270 1.09796 3.18475
49 H -4.37887 1.81180 4.79623
50 H -0.53330 3.74873 3.66030
51 H -0.76909 5.19847 1.67367
52 H -1.39242 3.76508 0.83362
53 H 0.83237 1.81522 2.07978
54 H 2.07091 2.09010 0.84929
55 H 0.32003 -0.32703 1.16451
56 H 1.42698 -0.19125 -0.21465
57 H -0.48895 -0.46507 -1.77787
58 H -1.60744 -0.51109 -0.41150
59 H -1.18705 -2.77466 -1.22781
60 H -0.48421 -2.60757 0.40110